[1]
{
  "formula": "C17H39NO3",
  "method": "the ωB97M-V functional and the def2-TZVPD basis",
  "homo_lumo_gap_ev": 10.33,
  "e_homo_ev": -9.99,
  "total_energy_ev": -25891.104,
  "species": ["C", "C", "O", "C", "N", "C", "C", "O", "O", "H", "H", "H", "H", "H", "H", "H", "H", "H", "H", "H", "C", "C", "C", "C", "C", "C", "H", "H", "H", "H", "H", "H", "H", "H", "H", "H", "H", "H", "H", "H", "C", "C", "C", "C", "C", "C", "H", "H", "H", "H", "H", "H", "H", "H", "H", "H", "H", "H", "H", "H"],
  "positions_angstrom": [[1.170, 1.628, 1.383], [0.220, 2.473, 0.300], [0.710, 3.888, 0.400], [-1.305, 2.452, 0.904], [-2.224, 1.419, 0.250], [-1.738, 0.005, 0.491], [-3.558, 1.612, 1.001], [-3.871, 0.896, 2.087], [-4.476, 2.674, 0.499], [2.287, 1.891, 1.091], [0.941, 0.481, 1.400], [0.942, 2.044, 2.479], [0.311, 2.077, -0.798], [0.043, 4.486, -0.048], [-1.289, 2.295, 2.067], [-1.787, 3.510, 0.632], [-1.511, -0.159, 1.627], [-2.614, -0.718, 0.147], [-0.787, -0.300, -0.124], [-4.439, 3.371, 1.238], [3.533, 2.232, -1.718], [4.741, 2.404, -0.811], [5.394, 3.782, -0.939], [5.964, 4.106, -2.325], [7.012, 3.119, -2.844], [8.260, 3.062, -1.976], [3.803, 2.318, -2.774], [3.088, 1.243, -1.570], [2.769, 2.983, -1.496], [5.470, 1.612, -1.013], [4.419, 2.266, 0.229], [6.188, 3.866, -0.188], [4.655, 4.551, -0.680], [6.407, 5.110, -2.290], [5.147, 4.166, -3.052], [7.306, 3.423, -3.856], [6.583, 2.116, -2.938], [8.735, 4.045, -1.912], [8.983, 2.361, -2.402], [8.030, 2.723, -0.960], [-4.274, -3.585, -1.110], [-4.794, -3.406, 0.308], [-3.915, -4.089, 1.359], [-3.809, -5.613, 1.228], [-5.143, -6.363, 1.275], [-5.877, -6.192, 2.596], [-4.252, -4.638, -1.403], [-4.921, -3.058, -1.818], [-3.263, -3.178, -1.207], [-5.825, -3.771, 0.372], [-4.835, -2.332, 0.532], [-4.294, -3.832, 2.354], [-2.904, -3.666, 1.305], [-3.163, -5.984, 2.034], [-3.296, -5.866, 0.294], [-4.946, -7.431, 1.122], [-5.790, -6.050, 0.450], [-5.267, -6.550, 3.430], [-6.809, -6.765, 2.586], [-6.136, -5.144, 2.782]]
}



[2]
{
  "formula": "C9H5BCl3F11N2OPtS2",
  "method": "the ωB97M-V functional and the def2-TZVPD basis",
  "homo_lumo_gap_ev": 8.67,
  "e_homo_ev": -8.82,
  "total_energy_ev": -107499.681,
  "species": ["Pt", "F", "C", "F", "F", "C", "O", "C", "F", "F", "F", "C", "F", "F", "F", "S", "C", "N", "C", "C", "S", "H", "H", "H", "H", "H", "Cl", "C", "Cl", "Cl", "C", "N", "F", "B", "F"],
  "positions_angstrom": [[-0.281, -0.126, -0.588], [-0.773, -0.571, 4.191], [-1.232, 0.622, 3.788], [-1.078, 1.471, 4.809], [-2.559, 0.474, 3.592], [-0.523, 1.070, 2.464], [-0.462, 0.027, 1.629], [0.901, 1.590, 2.867], [0.883, 2.775, 3.494], [1.680, 1.730, 1.788], [1.512, 0.713, 3.676], [-1.333, 2.269, 1.870], [-2.445, 1.832, 1.270], [-1.707, 3.174, 2.788], [-0.607, 2.913, 0.943], [-2.494, -0.692, -0.684], [-2.629, -1.607, 0.740], [-3.639, -1.484, 1.572], [-3.773, -2.498, 2.612], [-2.371, -3.072, 2.794], [-1.571, -2.899, 1.167], [-4.296, -0.728, 1.448], [-4.478, -3.264, 2.281], [-4.142, -2.040, 3.528], [-2.396, -4.120, 3.079], [-1.792, -2.504, 3.517], [4.327, 2.692, -0.031], [4.105, 1.155, -0.869], [4.464, 1.326, -2.591], [5.120, -0.099, -0.145], [2.707, 0.746, -0.736], [1.618, 0.427, -0.633], [0.999, -0.459, -3.215], [-0.175, -0.373, -2.565], [-1.229, -0.444, -3.386]]
}



[3]
{
  "formula": "C21H51N2S",
  "method": "the ωB97M-V functional and the def2-TZVPD basis",
  "homo_lumo_gap_ev": 4.37,
  "e_homo_ev": -1.90,
  "total_charge": -1,
  "total_energy_ev": -36418.930,
  "species": ["N", "N", "C", "C", "C", "S", "H", "H", "H", "H", "H", "H", "H", "H", "H", "C", "C", "C", "C", "C", "C", "H", "H", "H", "H", "H", "H", "H", "H", "H", "H", "H", "H", "H", "H", "C", "C", "C", "C", "C", "C", "H", "H", "H", "H", "H", "H", "H", "H", "H", "H", "H", "H", "H", "H", "C", "C", "C", "C", "C", "C", "H", "H", "H", "H", "H", "H", "H", "H", "H", "H", "H", "H", "H", "H"],
  "positions_angstrom": [[-4.268, 0.849, -1.699], [-2.887, 0.586, -1.999], [-2.730, -0.808, -2.167], [-1.329, -1.170, -2.667], [-0.916, -0.304, -3.856], [-0.026, 1.218, -3.398], [-4.520, 0.376, -0.814], [-4.857, 0.353, -2.390], [-2.927, -1.426, -1.238], [-3.476, -1.234, -2.906], [-1.320, -2.225, -2.965], [-0.593, -1.051, -1.866], [-0.249, -0.838, -4.539], [-1.809, 0.001, -4.401], [-1.078, 2.043, -3.464], [-1.484, 0.679, 1.405], [-0.079, 0.193, 1.066], [0.043, -1.331, 1.044], [-0.283, -2.022, 2.370], [0.540, -1.536, 3.561], [2.038, -1.765, 3.406], [-1.783, 0.361, 2.409], [-1.544, 1.767, 1.365], [-2.203, 0.300, 0.674], [0.643, 0.622, 1.772], [0.197, 0.562, 0.075], [1.052, -1.607, 0.722], [-0.636, -1.717, 0.277], [-0.139, -3.102, 2.254], [-1.344, -1.881, 2.596], [0.189, -2.046, 4.464], [0.351, -0.471, 3.724], [2.256, -2.825, 3.254], [2.588, -1.434, 4.289], [2.436, -1.221, 2.547], [-0.339, 0.643, -7.627], [0.996, -0.085, -7.520], [2.081, 0.756, -6.847], [2.442, 2.047, -7.583], [2.909, 1.859, -9.027], [4.164, 1.004, -9.154], [-0.263, 1.531, -8.259], [-1.111, 0.001, -8.055], [-0.675, 0.965, -6.639], [1.325, -0.415, -8.512], [0.857, -0.995, -6.931], [2.980, 0.146, -6.714], [1.734, 1.017, -5.845], [3.229, 2.559, -7.019], [1.582, 2.722, -7.574], [3.095, 2.843, -9.468], [2.104, 1.413, -9.618], [4.987, 1.434, -8.578], [4.490, 0.922, -10.193], [3.997, -0.007, -8.780], [-2.793, 0.232, 7.035], [-1.358, 0.255, 6.522], [-0.479, -0.843, 7.117], [-0.319, -0.792, 8.638], [0.235, 0.527, 9.176], [1.621, 0.867, 8.641], [-2.841, 0.404, 8.112], [-3.398, 1.000, 6.551], [-3.260, -0.735, 6.833], [-0.914, 1.236, 6.720], [-1.360, 0.143, 5.435], [0.504, -0.804, 6.641], [-0.901, -1.816, 6.845], [0.346, -1.606, 8.945], [-1.282, -0.993, 9.115], [0.271, 0.473, 10.268], [-0.456, 1.341, 8.939], [2.334, 0.072, 8.874], [2.000, 1.793, 9.076], [1.613, 0.993, 7.557]]
}



[4]
{
  "formula": "C26H33O5Ti",
  "method": "the ωB97M-V functional and the def2-TZVPD basis",
  "homo_lumo_gap_ev": 6.12,
  "e_homo_ev": -10.58,
  "total_charge": 1,
  "total_energy_ev": -60843.681,
  "species": ["O", "C", "C", "H", "H", "C", "H", "H", "C", "H", "H", "H", "C", "H", "H", "H", "Ti", "C", "C", "C", "H", "C", "C", "H", "H", "H", "H", "C", "C", "C", "H", "C", "C", "H", "H", "H", "H", "O", "C", "C", "H", "H", "C", "H", "H", "C", "H", "H", "H", "H", "O", "C", "C", "C", "C", "C", "C", "C", "O", "O", "H", "H", "H", "H", "H"],
  "positions_angstrom": [[2.343, 2.685, 1.880], [3.634, 2.809, 1.190], [4.181, 4.027, 1.881], [3.580, 3.074, 0.100], [4.233, 1.896, 1.356], [2.814, 3.892, 2.614], [4.259, 4.854, 1.194], [5.057, 3.748, 2.453], [1.866, 5.059, 2.345], [1.704, 5.225, 1.271], [2.236, 6.000, 2.768], [0.884, 4.849, 2.812], [3.048, 3.640, 4.090], [3.710, 2.778, 4.273], [2.096, 3.482, 4.623], [3.527, 4.513, 4.560], [-1.093, -0.977, 0.748], [-1.034, -2.917, 2.150], [-0.372, -3.149, 0.912], [0.721, -2.213, 0.767], [-0.617, -3.942, 0.223], [0.706, -1.360, 1.949], [-0.391, -1.820, 2.792], [-0.594, -1.445, 3.794], [-1.831, -3.570, 2.535], [1.340, -2.109, -0.117], [1.421, -0.577, 2.171], [-3.349, -0.843, 0.989], [-2.794, -0.451, 2.239], [-1.989, 0.722, 2.029], [-3.029, -0.924, 3.191], [-2.095, 1.079, 0.645], [-2.951, 0.123, 0.001], [-3.316, 0.147, -1.027], [-3.973, -1.708, 0.803], [-1.464, 1.289, 2.801], [-1.698, 1.986, 0.181], [0.238, 0.190, -0.849], [1.101, 1.171, -0.160], [2.477, 0.801, -0.699], [0.962, 1.164, 0.933], [0.789, 2.173, -0.469], [2.255, 0.560, -2.177], [2.906, -0.063, -0.163], [3.134, 1.637, -0.532], [0.989, -0.234, -2.112], [3.094, 0.021, -2.615], [2.194, 1.515, -2.720], [1.223, -1.295, -2.018], [0.290, -0.109, -2.931], [-1.339, -1.366, -3.445], [-2.144, -2.400, -3.753], [-2.335, -2.724, -5.111], [-3.285, -3.682, -5.458], [-4.013, -4.336, -4.469], [-3.768, -4.059, -3.127], [-2.781, -3.153, -2.730], [-2.550, -2.891, -1.278], [-3.269, -3.384, -0.401], [-1.515, -2.091, -1.014], [-1.157, -1.517, -2.466], [-1.727, -2.231, -5.869], [-3.450, -3.936, -6.506], [-4.777, -5.089, -4.714], [-4.312, -4.544, -2.328]]
}



[5]
{
  "formula": "C3H11N2O2",
  "method": "the ωB97M-V functional and the def2-TZVPD basis",
  "homo_lumo_gap_ev": 4.26,
  "e_homo_ev": -12.86,
  "total_charge": 1,
  "total_energy_ev": -10355.011,
  "species": ["N", "C", "C", "C", "N", "O", "H", "H", "H", "H", "H", "H", "H", "H", "H", "H", "H", "O"],
  "positions_angstrom": [[-2.985, -0.151, 1.632], [0.477, -1.378, -0.149], [1.516, -2.275, -0.685], [0.566, 0.066, -0.189], [1.414, 0.651, -1.076], [0.022, 0.774, 0.645], [-3.672, 0.590, 1.559], [-3.136, -0.669, 2.495], [-2.024, 0.163, 1.705], [-0.144, -1.738, 0.675], [1.111, -3.285, -0.634], [2.392, -2.138, -0.030], [1.760, -1.998, -1.710], [2.037, 0.178, -1.707], [1.497, 1.657, -0.923], [-0.443, 2.450, -0.202], [-0.448, 3.952, -0.786], [0.059, 3.151, -0.619]]
}



[6]
{
  "formula": "C4H5N3O",
  "method": "the ωB97M-V functional and the def2-TZVPD basis",
  "homo_lumo_gap_ev": [8.04, 6.43],
  "e_homo_ev": [-9.97, -8.81],
  "total_energy_ev": -10741.268,
  "species": ["C", "C", "C", "C", "N", "N", "N", "O", "H", "H", "H", "H", "H"],
  "positions_angstrom": [[1.649, 2.117, 0.532], [0.386, 0.006, -1.308], [-0.982, -0.032, -1.443], [-0.543, -0.084, 0.672], [2.473, 2.910, 0.519], [0.643, -0.006, 0.008], [-0.586, -1.529, 1.105], [-1.594, 0.019, -0.303], [1.208, -0.308, -1.950], [-1.471, -0.139, -2.405], [-0.682, 0.670, 1.427], [-0.975, -1.799, 1.993], [0.472, -1.825, 1.153]]
}